1.
The following is a quantum chemistry calculation of a single CH3F3Si molecule at a distorted geometry, from the Open Molecules 2025 dataset.

The geometry in ORCA input format:
```
! wB97M-V def2-TZVPD RIJCOSX def2/J DEFGRID3
* xyz 0 1
C 0.909 -0.186 -0.170
F 1.295 1.276 -0.020
F 1.657 -0.599 -1.167
F 1.350 -0.719 0.934
Si -1.055 0.105 0.023
H -1.515 -1.193 -0.491
H -1.452 -0.058 1.386
H -1.189 1.374 -0.495
*
```

Properties
- molecular weight (u) = 100.11
- highest occupied orbital energy (eV) = -11.5
- largest force on an atom (eV/A) = 4.08
- energy (eV) = -17114.3183
- SMILES string = FC(F)(F)[SiH3]
- HOMO-LUMO gap (eV) = 12.15
- LUMO energy (eV) = 0.654

2.
The following is a quantum chemistry calculation of 3 unconnected molecules or ions with the total composition C4H10NOS at a distorted geometry, from the Open Molecules 2025 dataset.

The geometry in ORCA input format:
```
! wB97M-V def2-TZVPD RIJCOSX def2/J DEFGRID3
* xyz -1 1
C 1.516 0.686 0.502
N 0.755 -0.073 -0.507
C -0.431 -0.672 0.073
C -0.782 -1.864 -0.594
S 4.238 1.841 0.424
C -1.140 0.021 1.143
O -2.597 0.933 -1.600
H 1.206 1.657 0.883
H 2.435 1.001 0.200
H 1.847 -0.021 1.307
H 1.276 -0.928 -0.754
H -2.032 0.278 -0.971
H -0.089 -2.178 -1.438
H -1.561 -2.500 -0.290
H -2.081 1.749 -1.721
H -0.617 0.636 1.849
H -1.942 -0.565 1.494
*
```

Properties
- molecular weight (u) = 120.20
- highest occupied orbital energy (eV) = -2.4
- largest force on an atom (eV/A) = 4.98
- energy (eV) = -18677.6541
- HOMO-LUMO gap (eV) = 2.79
- LUMO energy (eV) = 0.344

3.
The following is a quantum chemistry calculation of 2 unconnected molecules or ions with the total composition C2H8S4, from the Open Molecules 2025 dataset.

The geometry in ORCA input format:
```
! wB97M-V def2-TZVPD RIJCOSX def2/J DEFGRID3
* xyz 0 1
C 2.224 0.126 -2.051
S 2.080 -1.400 -1.097
S 1.689 -0.633 0.780
H 2.150 -0.034 -3.129
H 1.354 0.748 -1.831
H 3.137 0.644 -1.807
H 0.454 -0.183 0.518
C -1.362 1.983 -0.535
S -2.361 1.550 0.914
S -1.997 -0.511 0.807
H -1.810 1.517 -1.397
H -1.445 3.057 -0.597
H -0.337 1.681 -0.338
H -2.927 -0.902 1.691
*
```

Properties
- molecular weight (u) = 160.35
- highest occupied orbital energy (eV) = -8.3
- largest force on an atom (eV/A) = 0.93
- energy (eV) = -45544.2907
- SMILES string = CSS.CSS
- HOMO-LUMO gap (eV) = 8.70
- LUMO energy (eV) = 0.375